P:
The following is a DFT calculation (ωB97M-V/def2-TZVPD) of 2 unconnected molecules or ions with the total composition C9H14O.

Highest occupied orbital energy: -8.5 eV
SMILES: Cc1ccc(O)cc1.CC

Structure (ORCA input):
```
! RIJCOSX wB97M-V def2-TZVPD def2/J DEFGRID3
* xyz 0 1
C 1.83516 0.07542 -2.82153
C 0.80093 -0.50741 -1.90901
C 0.63608 -1.88280 -1.76511
C -0.39279 -2.42132 -1.01912
C -1.31201 -1.59734 -0.40856
O -2.25682 -2.14986 0.41230
C -1.15301 -0.22255 -0.54039
C -0.07637 0.31791 -1.21921
H 2.52035 0.75337 -2.29691
H 1.36331 0.61145 -3.64132
H 2.48653 -0.65631 -3.30933
H 1.32817 -2.54202 -2.27596
H -0.53230 -3.48979 -0.87424
H -3.04678 -1.56978 0.44052
H -1.79998 0.40124 0.07650
H 0.00932 1.38768 -1.29803
C -0.47449 2.25717 2.58367
C 0.38190 1.06910 3.03570
H -0.95666 2.81230 3.37153
H 0.16946 3.01747 2.11719
H -1.20217 2.00927 1.80533
H -0.03766 0.59935 3.93246
H 1.36414 1.44013 3.31999
H 0.34568 0.28733 2.28353
*
```

***

Q:
The following is a DFT calculation (ωB97M-V/def2-TZVPD) of 2 unconnected molecules or ions with the total composition C9H14O.

Highest occupied orbital energy: -8.7 eV
SMILES: Cc1ccc(O)cc1.CC

Structure (ORCA input):
```
! RIJCOSX wB97M-V def2-TZVPD def2/J DEFGRID3
* xyz 0 1
C -3.02812 0.86754 0.28621
C -1.57509 1.03200 0.32685
C -0.84987 1.55694 -0.72851
C 0.51168 1.50105 -0.78098
C 1.17172 0.69232 0.28696
O 2.57113 0.46106 -0.04031
C 0.48082 0.28130 1.40992
C -0.95432 0.57760 1.46831
H -3.58894 0.14610 0.89057
H -3.44001 0.70960 -0.76530
H -3.60190 1.82976 0.43942
H -1.30095 2.01607 -1.64961
H 1.03478 1.92772 -1.52521
H 2.53016 -0.11065 -0.95127
H 0.79513 -0.38398 2.33067
H -1.46423 0.43004 2.40339
C 0.87643 -3.19476 -1.33529
C 0.67094 -2.29420 -0.22763
H 1.86064 -3.68687 -1.67949
H 0.17722 -4.06038 -1.50942
H 0.88044 -2.59957 -2.32255
H -0.33912 -1.89699 -0.21416
H 0.84668 -2.72460 0.82624
H 1.21591 -1.40351 -0.18578
*
```

***

Stability, descending: P, Q

***

P:
The following is a DFT calculation (ωB97M-V/def2-TZVPD) of a single C18H19N3O3S molecule.

Highest occupied orbital energy: -8.3 eV
SMILES: CCc1cc2ccc(OC)cc2nc1SCC(=O)Nc1cc(C)on1

Structure (ORCA input):
```
! RIJCOSX wB97M-V def2-TZVPD def2/J DEFGRID3
* xyz 0 1
C 3.55673 0.51343 -3.62463
C 3.15328 -0.53245 -2.58346
C 2.08025 0.00636 -1.69018
C 2.34642 0.47531 -0.42476
C 1.32364 1.01097 0.37647
C 1.50840 1.45050 1.70444
C 0.45922 1.93776 2.42233
C -0.83521 2.03578 1.85307
O -1.78695 2.52292 2.68762
C -3.10422 2.65283 2.19671
C -1.04481 1.63739 0.55570
C 0.02317 1.09967 -0.18669
N -0.22920 0.62245 -1.41819
C 0.73575 0.08712 -2.10320
S 0.19078 -0.66371 -3.64716
C -0.06417 -2.38219 -3.02282
C -0.23859 -2.36080 -1.52196
O 0.63479 -2.71579 -0.76451
N -1.45546 -1.89390 -1.12108
C -1.77997 -1.56177 0.17599
C -1.01296 -1.71805 1.36087
C -1.80802 -1.17911 2.32882
C -1.61766 -0.98639 3.78546
O -2.95519 -0.74941 1.77340
N -2.93127 -0.98790 0.43623
H 4.34579 0.12312 -4.26249
H 3.91773 1.41625 -3.13614
H 2.70372 0.77419 -4.24717
H 2.79749 -1.42724 -3.09607
H 4.02040 -0.80695 -1.98018
H 3.35108 0.41721 -0.02786
H 2.49254 1.38510 2.14503
H 0.57993 2.26609 3.44307
H -3.14462 3.34409 1.35014
H -3.51484 1.68427 1.89881
H -3.68604 3.05707 3.02326
H -2.00825 1.68231 0.07599
H 0.81083 -2.97850 -3.27996
H -0.94469 -2.76181 -3.53798
H -2.10673 -1.54630 -1.81241
H -0.04015 -2.14890 1.44545
H -0.65506 -1.38828 4.08471
H -2.41038 -1.48761 4.33848
H -1.65749 0.07488 4.02683
*
```

***

Q:
The following is a DFT calculation (ωB97M-V/def2-TZVPD) of a single C18H19N3O3S molecule.

Highest occupied orbital energy: -7.8 eV
SMILES: CSCC[C@@H]1NC(=O)N(CC(=O)Nc2cccc3ccccc23)C1=O

Structure (ORCA input):
```
! RIJCOSX wB97M-V def2-TZVPD def2/J DEFGRID3
* xyz 0 1
C -6.49647 -2.06594 0.17563
S -6.46880 -0.30170 0.60757
C -4.70271 0.06111 0.34516
C -4.36929 0.24385 -1.12940
C -2.86394 0.44072 -1.35738
N -2.06453 -0.65399 -0.87256
C -1.19173 -0.28432 0.08563
O -0.41434 -0.98456 0.69254
N -1.34025 1.08998 0.26524
C -0.59240 1.85623 1.23773
C 0.84092 2.18852 0.76612
O 1.17251 3.33081 0.54873
N 1.61549 1.08434 0.65982
C 2.96009 0.99517 0.27393
C 3.69857 2.11985 -0.01531
C 5.04505 2.02137 -0.38212
C 5.65666 0.80343 -0.45649
C 4.93578 -0.37448 -0.17181
C 5.56343 -1.63570 -0.24857
C 4.87567 -2.78423 0.01935
C 3.52161 -2.71397 0.37147
C 2.88175 -1.50719 0.45728
C 3.56312 -0.29781 0.19516
C -2.32024 1.61362 -0.53949
O -2.68842 2.75432 -0.56361
H -6.28578 -2.20095 -0.88132
H -7.49816 -2.41909 0.39496
H -5.77433 -2.60020 0.78663
H -4.51413 0.98177 0.89643
H -4.12846 -0.75115 0.79343
H -4.89057 1.12320 -1.50929
H -4.69948 -0.62662 -1.70058
H -2.68301 0.62342 -2.42440
H -2.14895 -1.60227 -1.19508
H -0.54904 1.29180 2.17403
H -1.12388 2.79925 1.38478
H 1.16714 0.19915 0.87384
H 3.23612 3.09010 0.04377
H 5.59226 2.92584 -0.60140
H 6.69739 0.72039 -0.73367
H 6.60726 -1.67156 -0.52625
H 5.36434 -3.74558 -0.04040
H 2.97792 -3.62439 0.57703
H 1.83584 -1.51257 0.72287
*
```

***

Stability, descending: Q, P

***

P:
The following is a DFT calculation (ωB97M-V/def2-TZVPD) of 2 unconnected molecules or ions with the total composition CH7O2.

Highest occupied orbital energy: -18.0 eV

Structure (ORCA input):
```
! RIJCOSX wB97M-V def2-TZVPD def2/J DEFGRID3
* xyz 1 1
O -0.54998 0.27051 1.86971
H 0.22321 -0.09714 2.30349
H -1.33372 0.29688 2.42210
H -0.54279 0.18702 0.53350
C 0.68618 -0.33364 -1.28440
O -0.51396 0.10659 -0.56550
H 1.57095 -0.00419 -0.77106
H 0.65300 -1.42071 -1.33026
H 0.61001 0.02436 -2.28991
H -0.80290 0.97032 -0.88769
*
```

***

Q:
The following is a DFT calculation (ωB97M-V/def2-TZVPD) of 2 unconnected molecules or ions with the total composition CH7O2.

Highest occupied orbital energy: -18.0 eV

Structure (ORCA input):
```
! RIJCOSX wB97M-V def2-TZVPD def2/J DEFGRID3
* xyz 1 1
O -1.15691 -1.41240 0.74158
H -2.07512 -1.53100 0.50663
H -0.67477 -2.22551 0.70560
H -0.67343 -0.02695 0.36879
C 1.11368 0.71208 -0.69859
O -0.27419 0.94343 -0.02133
H 1.90462 1.16189 -0.05400
H 1.18865 -0.36565 -0.82891
H 0.95304 1.32551 -1.58152
H -0.30557 1.41858 0.86174
*
```

***

Stability, descending: P, Q

***

P:
The following is a DFT calculation (ωB97M-V/def2-TZVPD) of 9 unconnected molecules or ions with the total composition C2H22N4O9.

Highest occupied orbital energy: -9.1 eV
SMILES: NC(N)=O.NC(N)=O.O.O.O.O.O.O.O

Structure (ORCA input):
```
! RIJCOSX wB97M-V def2-TZVPD def2/J DEFGRID3
* xyz 0 1
N 8.66225 -4.73447 -12.19122
C 9.71814 -4.61478 -13.03803
N 10.19245 -3.33755 -13.18523
O 10.14552 -5.56406 -13.67954
H 8.21107 -5.60626 -11.98538
H 8.31580 -3.97009 -11.63795
H 10.87787 -3.13001 -13.88483
H 9.95287 -2.65745 -12.48706
N 6.67391 -6.68974 -13.64538
C 6.03647 -6.54573 -14.84725
N 6.62026 -5.68563 -15.72271
O 4.98037 -7.11840 -15.08294
H 7.51452 -6.15737 -13.53767
H 6.32207 -7.41022 -13.04027
H 7.42439 -5.12359 -15.51720
H 6.19739 -5.62656 -16.62969
O 7.84812 -11.40778 -10.10264
H 6.99055 -11.39285 -9.66938
H 7.98466 -10.49464 -10.38032
O 7.47629 -9.71911 -13.91344
H 7.50300 -9.58044 -12.95923
H 8.31731 -9.35994 -14.23438
O 6.99501 -8.65966 -11.37002
H 6.46053 -7.99894 -10.91273
H 7.90787 -8.37004 -11.21434
O 4.29326 -7.28424 -10.82205
H 4.27822 -8.12893 -11.28769
H 3.44587 -6.87928 -11.03065
O 9.82641 -8.61577 -10.78706
H 9.98575 -9.24132 -10.07076
H 9.96313 -7.74542 -10.39635
O 10.14307 -8.68099 -14.08342
H 10.07792 -8.49947 -13.13948
H 10.53014 -7.88067 -14.45330
O 6.76130 -6.06773 -10.24506
H 6.90381 -5.82224 -9.32586
H 5.80376 -6.22863 -10.32278
*
```

***

Q:
The following is a DFT calculation (ωB97M-V/def2-TZVPD) of 9 unconnected molecules or ions with the total composition C2H22N4O9.

Highest occupied orbital energy: -9.6 eV
SMILES: NC(N)=O.NC(N)=O.O.O.O.O.O.O.O

Structure (ORCA input):
```
! RIJCOSX wB97M-V def2-TZVPD def2/J DEFGRID3
* xyz 0 1
N 2.95237 -0.35431 1.01308
C 2.43346 0.58971 0.25906
N 2.04870 1.60602 1.03869
O 2.31545 0.61715 -1.00908
H 3.27514 -0.12528 1.94231
H 3.27077 -1.25889 0.69614
H 1.85667 2.53779 0.69953
H 2.33678 1.68212 2.00375
N -2.56183 1.37525 1.26749
C -2.39147 2.33420 2.13003
N -1.14077 2.48815 2.40135
O -3.19063 3.02664 2.65776
H -3.47650 0.97074 1.12661
H -1.79309 0.78123 0.99132
H -0.79174 3.29125 2.90464
H -0.46201 1.84454 2.02039
O -2.65828 -0.47401 -3.54316
H -1.93757 -0.10816 -4.05597
H -3.43908 -0.30105 -4.06917
O -0.93197 0.19279 -0.76445
H -0.69733 -0.15783 -1.62366
H -0.28937 -0.18832 -0.16608
O 1.18706 1.89775 -3.41275
H 0.29238 1.78301 -3.73311
H 1.09826 1.93300 -2.46033
O -1.36401 -2.73396 -3.04666
H -1.26085 -2.92006 -2.11341
H -1.96389 -1.98872 -3.07789
O 2.19939 -2.77770 -1.04402
H 2.80253 -3.33861 -0.55634
H 1.59776 -2.43875 -0.38115
O 0.14359 -2.34213 0.65020
H 0.21329 -3.24707 0.95425
H 0.01467 -1.82998 1.44852
O -0.17336 -0.82942 2.67876
H -0.23718 -0.37173 3.51702
H 0.72267 -1.16536 2.65635
*
```

***

Stability, descending: P, Q

***

P:
The following is a DFT calculation (ωB97M-V/def2-TZVPD) of a single C6H8BrN molecule.

Highest occupied orbital energy: -8.9 eV
SMILES: C=C/N=C(\C)C(=C)Br

Structure (ORCA input):
```
! RIJCOSX wB97M-V def2-TZVPD def2/J DEFGRID3
* xyz 0 1
C 0.72641 3.06543 0.22169
C 1.12551 1.77491 0.31024
N 0.01810 0.93306 0.26898
C -0.00551 -0.28362 0.06557
C 1.07210 -1.25851 -0.27276
C -1.48852 -0.96286 0.12881
C -1.83624 -2.17649 -0.20826
Br -2.72280 0.45255 0.49815
H 1.32758 3.94690 0.11657
H -0.28010 3.21393 0.13169
H 2.01543 1.32185 0.41570
H 0.95932 -1.95840 -1.20956
H 2.10474 -0.88264 -0.24075
H 0.83599 -1.90930 0.55638
H -2.82647 -2.51700 -0.16671
H -1.02554 -2.75981 -0.61573
*
```

***

Q:
The following is a DFT calculation (ωB97M-V/def2-TZVPD) of a single C6H8BrN molecule.

Highest occupied orbital energy (spin up / spin down): -8.4 / -7.8 eV
SMILES: C[C@H]1C=C(Br)N=CC1

Structure (ORCA input):
```
! RIJCOSX wB97M-V def2-TZVPD def2/J DEFGRID3
* xyz 0 1
C 1.67393 -0.82738 -0.98367
C 0.39833 -0.06903 -0.66036
C -0.93820 -0.83101 -0.68687
C -2.06746 -0.16081 0.46251
Br -3.74377 -0.86591 0.61093
N -1.84670 1.04441 1.10049
C -0.64965 1.45613 1.19743
C 0.53701 0.63778 0.70787
H 2.44925 -0.34222 -0.54587
H 1.84299 -0.81048 -2.13650
H 1.53779 -1.85204 -0.50928
H 0.44261 0.87190 -1.42156
H -1.24162 -1.79586 -0.96104
H -0.34912 2.34992 1.86255
H 1.40221 1.39415 0.59516
H 0.55239 -0.19956 1.36821
*
```

***

Stability, descending: P, Q